(1)
Below is C27H38N3O5S2V as an isolated structure, with properties calculated with the ωB97M-V functional and the def2-TZVPD basis.

Computed properties:
Multiplicity   4
Max |F|   0.110 eV/A
Net charge   +1
Kohn-Sham gap (spin up / spin down)   8.072 / 8.759 eV
ΔE to the lowest compared entry with this formula, charge and spin   0.150 eV
Expectation value of S²   3.764
E_HOMO (spin up / spin down)   -10.47 / -11.43 eV

Cartesian coordinates (Å):
C  -1.61397  -1.65429  -1.42672
O  2.53385  3.18560  3.08776
H  -3.40794  -2.05850  2.17976
H  1.98538  -3.67302  0.47389
H  -2.73257  3.96586  -2.16474
C  -0.32760  -2.25282  -1.53779
H  -1.26836  -0.26335  -3.03582
H  2.23064  0.80155  -1.46406
V  -0.34811  -0.94306  0.45199
C  -0.41405  1.92994  -0.93223
C  2.30021  0.20255  0.61938
H  -1.73676  3.67995  -4.72301
H  -3.85753  -0.46825  0.45952
H  -4.20671  -1.06233  -1.16765
H  1.31871  -2.68489  -2.87299
C  4.27364  1.63111  0.63873
H  -0.16522  -2.20035  -3.66679
H  4.00622  2.54159  1.17694
C  -0.15354  -4.22314  1.74155
H  -2.11590  -3.00352  2.88770
H  0.53833  5.59458  4.49810
C  -0.22190  2.26612  -2.41166
O  1.61854  -0.76928  1.02709
H  0.81042  -0.98329  -2.86859
H  5.32268  1.40984  0.82299
H  -0.36055  4.74390  -4.37769
O  0.35387  0.77711  -0.60428
N  -0.82127  3.38425  -2.85683
C  -0.00986  3.68612  3.67093
H  4.06541  0.59284  3.11291
O  1.13656  4.19639  1.32648
C  -0.64552  -3.29821  0.65606
C  0.16594  -3.04528  -0.48386
S  1.24277  3.33595  2.47835
C  -0.74522  3.72958  -4.26842
H  0.49443  -4.99269  1.33012
H  -4.48488  -2.09390  0.21883
C  3.96554  -0.15666  2.32719
C  1.75371  1.04725  -0.51274
C  -2.16724  3.70503  5.34638
H  4.93464  -0.61611  2.13559
H  -1.42960  5.60011  6.02064
H  1.90072  2.10629  -0.29970
C  -0.16582  4.77388  4.50167
C  -2.41503  -1.89341  -0.29488
H  2.22906  -2.96820  -1.10706
H  -3.01503  3.72602  6.01779
C  1.56563  -3.60205  -0.52584
C  0.46656  -2.01843  -2.79691
C  -1.67833  4.22595  -2.03755
H  4.14845  1.77206  -0.43198
C  -0.46459  1.59247  2.66089
H  -0.08278  3.03251  -4.76996
H  3.25399  -0.91382  2.63593
C  -0.89451  2.62014  3.65657
C  -1.91134  -2.69531  0.76475
H  1.57475  -4.59982  -0.97103
C  -2.74158  -2.89875  2.00521
H  -0.11700  2.75061  -0.27590
H  -0.98501  -4.72503  2.22908
H  -1.54415  5.26295  -2.34202
H  -2.68582  1.78797  4.49341
H  -1.45733  1.68423  -0.72447
O  0.45393  1.52086  -3.11005
S  -1.41162  0.20447  2.35119
C  -1.26915  4.76755  5.34911
H  0.40962  -3.68622  2.50851
H  -2.64108  -1.33879  -3.28699
H  -3.35287  -3.80030  1.91209
H  -2.77533  0.00955  -2.16714
H  -1.41899  4.16251  -0.98430
N  3.48186  0.50064  1.11746
C  -3.81484  -1.34220  -0.19505
N  0.64835  1.85979  2.04713
C  -2.09839  -0.75721  -2.53693
C  -1.99184  2.61782  4.49812



(2)
Below is an isolated molecule of C27H38N4O4 at a distorted geometry, with properties calculated with the ωB97M-V functional and the def2-TZVPD basis.

Computed properties:
Multiplicity   1
SMILES   CCOC(=O)N1CCC(NC(=O)[C@H]2CCCN(Cc3nc(-c4ccc(CC)cc4)oc3C)C2)CC1
Max |F|   1.213 eV/A
Net charge   0
Kohn-Sham gap   8.508 eV
ΔE to the lowest compared entry with this formula, charge and spin   1.725 eV
E_HOMO   -7.85 eV

Cartesian coordinates (Å):
C  6.94103  -2.48768  0.03912
H  6.26078  -5.13859  0.04516
C  4.31686  0.78159  0.65230
C  -6.93389  -1.45376  0.44872
H  -0.68870  1.12079  -2.17352
O  3.71348  0.98355  1.84502
N  3.98871  1.67568  -0.23625
H  -4.32627  2.04202  0.63229
H  3.24913  4.11156  -0.99238
H  0.17434  -0.29312  -1.52552
H  -3.71594  -1.55730  -0.29107
H  -3.03350  0.40149  1.96204
C  3.11564  2.52216  0.38998
N  1.29713  3.46861  -1.08238
H  -7.85536  -2.04769  -2.23609
C  0.15356  1.42244  -0.19740
H  5.59549  0.17383  -1.58227
C  -8.95971  -1.05707  -0.68276
H  6.50747  -4.61865  -1.62142
C  0.16377  2.96444  -0.35046
H  1.06891  1.13356  0.32502
O  -0.88911  1.22180  1.93455
H  2.37575  3.16237  -2.82362
H  -2.13205  0.41642  -0.83759
C  5.21078  -0.33540  0.45345
H  -2.69805  -1.90052  1.11744
H  2.26019  4.45609  0.44292
C  6.33677  -2.29191  1.27584
H  -9.51092  -1.61373  -2.68107
H  -5.55084  0.74989  2.35610
C  -5.72100  0.53246  1.29541
C  6.66413  -1.59206  -0.98904
C  1.44397  1.28067  -2.30235
H  2.33032  0.93693  -1.76770
C  2.10536  2.56215  2.80671
H  0.13976  3.43250  0.63480
C  5.48125  -1.22989  1.48789
H  0.61104  3.14450  -2.99093
C  -0.98321  1.04957  0.73172
C  -3.27182  0.17513  0.91680
O  -7.84631  -0.53843  0.04120
H  1.10977  2.11414  2.75310
C  7.01369  -4.86633  -0.69112
C  -4.50265  0.97635  0.48265
C  7.83313  -3.67179  -0.19732
H  -9.74202  -0.30335  -0.56914
H  -9.27763  -1.99775  -0.22199
C  -3.55235  -1.32278  0.76357
H  6.54338  -2.98064  2.08290
H  -4.62140  -1.53693  2.63014
N  -2.10465  0.56647  0.15727
H  2.00030  3.64385  2.76889
H  -0.74200  3.26068  -0.89537
C  1.44995  2.81324  -2.36477
H  8.34228  -3.94390  0.72941
H  -8.26114  -0.36136  -2.60087
H  8.59015  -3.42235  -0.94348
C  -8.62303  -1.28277  -2.15012
N  -5.92410  -0.88995  1.15042
H  -4.69444  0.80197  -0.57891
C  2.94644  2.09110  1.68069
H  7.65824  -5.72517  -0.86346
H  -6.61763  1.05478  0.96604
H  1.48239  0.87952  -3.31670
C  -4.80003  -1.70108  1.56215
C  2.50402  3.69744  -0.30887
C  0.17987  0.79814  -1.58986
H  2.56142  2.27312  3.75039
H  5.01725  -1.08353  2.45169
C  5.81151  -0.52641  -0.79091
H  -5.06569  -2.74622  1.39772
H  7.12812  -1.73405  -1.95479
O  -7.03210  -2.64080  0.23993



(3)
Below is C27H39BClN6PdS3 as an isolated structure, with properties calculated with the ωB97M-V functional and the def2-TZVPD basis.

Computed properties:
Multiplicity   3
Max |F|   0.518 eV/A
Net charge   +1
Kohn-Sham gap (spin up / spin down)   6.369 / 4.933 eV
Expectation value of S²   2.018
E_HOMO (spin up / spin down)   -9.85 / -10.97 eV

Cartesian coordinates (Å):
C  -0.81505  -2.10582  -1.99556
H  -0.88901  -5.47228  -1.19553
H  0.61079  -2.46157  0.34344
C  -0.76904  -3.33112  -1.07979
C  -1.93607  -3.22444  -0.08429
C  2.61513  3.25693  -1.50721
H  -2.89926  -3.20067  -0.60433
C  -1.48373  -1.08854  -5.60765
H  3.53233  -0.15988  2.96466
N  -0.96729  0.87506  1.18247
C  3.31266  2.51040  -0.62095
S  -1.70046  1.64151  -4.19695
C  -5.23367  1.06739  0.96915
N  -0.70287  -0.94840  -1.41136
H  -0.96830  -1.90334  3.13422
C  3.21477  4.43799  -2.21131
H  0.75149  1.55937  2.90460
H  2.34607  -1.27666  0.30914
H  0.31575  -1.08738  2.24231
C  3.39493  -0.98750  0.35042
C  -3.08652  0.74528  2.22948
H  3.24461  4.27072  -3.29162
H  4.33502  2.78080  -0.39227
N  0.74342  1.86556  -1.03986
H  -5.53043  2.05148  0.60023
H  -5.62878  0.32770  0.26764
H  1.93146  0.26801  2.33182
H  -1.18069  -0.28366  5.55381
H  2.61917  5.33735  -2.03988
C  -1.78974  0.05827  4.71428
C  5.01955  0.82107  0.90389
C  -0.90591  -4.62461  -1.88263
H  -3.65673  0.61405  3.14039
C  -1.20826  0.19301  -3.43777
Pd  -1.76380  3.00942  -2.16448
B  -0.75961  1.43086  -1.23308
N  -1.60440  1.15151  0.04970
H  5.18940  1.81195  1.33644
H  5.46794  0.78834  -0.09428
H  0.82961  0.99615  4.58821
C  -1.01612  -2.17679  -3.39806
H  -2.26590  0.99612  5.01655
H  0.60135  -4.23527  0.33065
C  1.27497  2.86166  -1.76246
H  -2.56540  -0.69523  4.54506
S  -3.64050  1.47066  -1.62973
C  2.98634  0.52892  2.31386
C  -1.67872  0.64604  2.25471
C  -2.93371  1.17222  -0.08718
H  -1.85014  -4.66862  -2.43483
C  3.53653  0.44251  0.88652
C  -3.74023  0.97750  1.06086
H  -1.93130  -4.09001  0.58382
C  0.15743  1.32871  3.79179
H  3.09703  1.54004  2.71873
N  1.46568  1.08531  -0.20877
N  -0.87705  0.16802  -2.14470
H  5.55394  0.10088  1.52594
H  1.41414  -3.34655  -0.97027
H  -0.76728  -0.46827  -6.15173
H  -1.05822  -3.14105  -3.88646
H  3.92721  -1.68344  1.00477
H  -0.33313  2.24883  4.12158
C  -1.20790  -1.05236  -4.13472
H  4.22900  4.61606  -1.85972
H  -1.43126  -2.10885  -5.98546
H  -1.84362  -2.31726  0.51860
S  0.42968  3.63617  -3.03193
H  -2.47596  -0.68124  -5.81920
C  -0.88569  0.23960  3.49432
Cl  -1.76584  4.26661  -0.25719
C  2.72707  1.37676  -0.01470
C  0.55028  -3.34215  -0.29849
H  0.48888  -1.36929  3.98907
H  -5.68950  0.90211  1.94487
H  3.81738  -1.07422  -0.65605
C  -0.21463  -1.11043  3.19255
H  -0.07933  -4.75801  -2.58815